Entry 1:
{"formula": "C36H97N11O9P2", "method": "ωB97M-V with the def2-TZVPD basis set", "multiplicity": 2, "gap_ev": [7.7, 3.0], "homo_energy_ev": [-10.088, -10.088], "mol_weight_g_mol": 890.188, "e_above_lowest_kj_mol": 0.00, "s2": 0.761, "largest_force_ev_per_a": 4.2, "total_charge": 1, "symbols": ["O", "P", "N", "C", "C", "N", "C", "C", "N", "C", "C", "H", "H", "H", "H", "H", "H", "H", "H", "H", "H", "H", "H", "H", "H", "H", "H", "H", "H", "O", "P", "N", "C", "C", "N", "C", "C", "N", "C", "C", "H", "H", "H", "H", "H", "H", "H", "H", "H", "H", "H", "H", "H", "H", "H", "H", "H", "H", "O", "C", "O", "C", "C", "C", "H", "H", "H", "H", "H", "H", "C", "C", "C", "O", "C", "N", "H", "H", "H", "H", "H", "H", "H", "H", "H", "H", "H", "C", "C", "C", "O", "C", "N", "H", "H", "H", "H", "H", "H", "H", "H", "H", "H", "H", "C", "C", "C", "O", "C", "N", "H", "H", "H", "H", "H", "H", "H", "H", "H", "H", "H", "C", "C", "C", "O", "C", "N", "H", "H", "H", "H", "H", "H", "H", "H", "H", "H", "H", "C", "C", "C", "O", "C", "N", "H", "H", "H", "H", "H", "H", "H", "H", "H", "H", "H"], "xyz": [[-3.7367, 4.4552, -2.7685], [-2.2750, 4.6638, -2.5909], [-1.6130, 6.0273, -3.4110], [-1.9904, 7.3201, -2.7955], [-1.8271, 6.0507, -4.8703], [-1.3836, 3.2925, -3.1219], [0.0654, 3.2551, -3.5381], [-2.0551, 1.9456, -3.0699], [-1.7842, 4.7330, -0.8947], [-0.3873, 4.7459, -0.4594], [-2.7418, 4.2125, 0.0029], [-1.6707, 8.1044, -3.4816], [-1.5122, 7.3890, -1.8184], [-3.0718, 7.2714, -2.6675], [-2.8407, 6.3827, -5.0952], [-1.5810, 5.1463, -5.4266], [-1.1427, 6.8356, -5.1924], [0.6760, 3.0061, -2.6701], [0.2756, 2.3779, -4.1500], [0.3733, 4.2082, -3.9680], [-2.2715, 1.7395, -2.0217], [-2.9567, 1.9576, -3.6824], [-1.4292, 1.1668, -3.5055], [-0.3828, 5.0058, 0.5992], [0.0008, 3.7314, -0.5497], [0.2381, 5.4301, -1.0328], [-3.0312, 3.1794, -0.1896], [-3.6439, 4.8227, -0.0402], [-2.2826, 4.2208, 0.9914], [4.4059, 0.5623, 0.5906], [4.4604, -0.5660, -0.3975], [3.4895, -1.8858, -0.0196], [3.4765, -3.0864, -0.8288], [3.1597, -2.0663, 1.3586], [6.0739, -1.2099, -0.3917], [6.8731, -1.0973, 0.8663], [6.7556, -1.9397, -1.4688], [4.2579, -0.1056, -2.0398], [5.1770, 0.8472, -2.6830], [3.0730, -0.2388, -2.8621], [4.2885, -3.6913, -0.4254], [3.6331, -2.8570, -1.8828], [2.5458, -3.6484, -0.7501], [2.0849, -2.2458, 1.3818], [3.3110, -1.2028, 2.0063], [3.6689, -2.9248, 1.7965], [6.4035, -0.4189, 1.5786], [7.1114, -2.0493, 1.3408], [7.7876, -0.5589, 0.6178], [7.5470, -1.3659, -1.9512], [7.1492, -2.9042, -1.1481], [6.1576, -2.3056, -2.3034], [5.2325, 0.5790, -3.7380], [4.6882, 1.8203, -2.7306], [6.2066, 0.8655, -2.3254], [2.3301, 0.5268, -2.6387], [2.7420, -1.2632, -2.6913], [3.2486, -0.1328, -3.9326], [0.3755, 4.0954, 3.8319], [1.0845, 3.6367, 2.8999], [0.8756, 2.3989, 2.3676], [1.9532, 1.9588, 1.4940], [2.9305, 3.1487, 1.4809], [2.1866, 4.3288, 2.1646], [1.5972, 1.7955, 0.4768], [2.4060, 1.0496, 1.8897], [3.2612, 3.2911, 0.4521], [3.8515, 2.8707, 1.9934], [1.8083, 5.0965, 1.4895], [2.6896, 4.9476, 2.9077], [-0.4224, -2.1573, 3.1795], [-0.1047, -0.7242, 2.7612], [-0.5240, -0.3829, 1.3186], [0.2473, -1.2151, 0.4188], [-0.0711, -1.2491, -0.9867], [-0.8290, 0.1817, 3.6211], [0.1378, -2.4859, 4.0549], [-0.1539, -2.9089, 2.4371], [-1.5011, -2.2886, 3.2650], [0.9558, -0.5822, 2.9692], [-0.4749, 0.6717, 1.0473], [-1.5835, -0.5891, 1.1674], [-1.1427, -1.4264, -1.0773], [0.4993, -2.0996, -1.3601], [0.2169, -0.3720, -1.5662], [-0.6252, 1.1569, 3.4551], [-1.8389, 0.1791, 3.6284], [-4.5109, -1.2851, 2.4327], [-4.9636, -0.3825, 3.6034], [-4.7073, 1.0959, 3.2322], [-3.2986, 1.3636, 3.2125], [-2.9102, 2.7013, 3.6748], [-6.3273, -0.7452, 3.9951], [-4.7731, -2.2895, 2.7653], [-3.4215, -1.3172, 2.4174], [-4.9466, -1.0871, 1.4534], [-4.3349, -0.5702, 4.4737], [-5.2137, 1.7087, 3.9779], [-5.0992, 1.3570, 2.2491], [-3.0378, 3.4114, 2.8578], [-1.8356, 2.5599, 3.7901], [-3.3611, 2.9487, 4.6358], [-6.4984, -1.7248, 4.1716], [-6.3955, -0.4087, 4.9449], [0.6295, -0.0891, 7.8600], [0.8356, 0.9588, 6.7801], [1.6370, 0.4666, 5.5538], [3.0203, 0.0478, 5.8205], [3.6802, -0.2100, 4.5767], [-0.4480, 1.4322, 6.3131], [0.4477, -1.0724, 7.4263], [-0.1486, 0.0708, 8.6065], [1.5491, -0.0372, 8.4429], [1.5009, 1.7439, 7.1394], [1.5859, 1.2751, 4.8246], [1.1073, -0.4333, 5.2409], [4.7150, -0.4641, 4.8063], [3.7344, 0.6249, 3.8780], [3.2930, -1.1740, 4.2467], [-0.5152, 0.6669, 5.6574], [-0.3648, 2.2566, 5.7357], [2.9296, -2.6017, -5.5920], [1.4501, -2.4720, -5.9121], [0.6064, -1.6825, -4.8881], [0.6804, -2.3852, -3.6151], [-0.0025, -3.6012, -3.6701], [1.3890, -1.9023, -7.2613], [3.4823, -3.0979, -6.3897], [3.1600, -3.1127, -4.6572], [3.3913, -1.6212, -5.4754], [1.0778, -3.4813, -6.0876], [-0.4136, -1.5669, -5.2547], [1.0357, -0.7014, -4.6851], [-0.8823, -3.4877, -4.3034], [-0.2373, -3.9402, -2.6611], [0.5901, -4.4668, -3.9662], [1.9073, -1.0357, -7.2838], [0.4510, -1.6029, -7.4861], [-5.4926, -7.0123, -2.8816], [-5.3328, -6.2183, -1.5890], [-4.2087, -5.1338, -1.7526], [-4.1650, -4.5713, -0.4436], [-3.1361, -3.6697, -0.2157], [-6.6489, -5.6058, -1.3599], [-6.3055, -7.7358, -2.8192], [-4.6172, -7.6186, -3.1144], [-5.4629, -6.3910, -3.7767], [-5.1764, -6.8889, -0.7440], [-4.5604, -4.3709, -2.4470], [-3.2369, -5.5075, -2.0752], [-3.4544, -3.2951, 0.7571], [-3.0499, -2.9409, -1.0216], [-2.2100, -4.2400, -0.1433], [-6.8445, -4.9201, -2.0752], [-6.4995, -4.9611, -0.5969]], "forces_ev_per_angstrom": [[1.6, 0.0, 0.9], [-0.2, 0.7, -2.0], [0.2, -2.4, 1.4], [-0.2, -1.1, 0.1], [0.2, 0.8, 0.1], [0.6, -0.3, -0.5], [-0.9, 0.0, 1.0], [0.1, 1.0, -0.1], [0.8, 0.1, -2.5], [-0.3, 0.1, 0.0], [-0.5, -0.1, 1.3], [-0.1, 0.1, 0.3], [0.0, 0.3, -0.1], [-0.1, 0.8, 0.0], [-0.1, -0.2, -0.2], [-0.1, -0.2, 0.4], [0.0, -0.1, -0.4], [0.1, 0.4, 0.5], [-0.5, 0.3, -0.6], [0.0, -0.2, 0.0], [-0.2, -0.4, -0.1], [-0.2, 0.2, 0.4], [0.4, 0.3, 0.3], [0.1, 0.1, -0.1], [0.2, -0.2, 0.1], [-0.2, 0.0, -0.1], [0.0, -0.2, -0.3], [-0.1, -0.1, 0.1], [-0.3, 0.1, 0.1], [-0.5, -1.1, -0.8], [2.3, -0.3, -0.4], [-0.2, 2.4, -1.4], [0.6, 0.2, 0.3], [-1.3, -0.4, 0.8], [-0.6, 0.4, 0.2], [-0.2, 0.9, -1.0], [-0.4, -0.3, -0.1], [0.9, -0.3, 0.3], [-0.3, -0.3, -0.3], [-0.1, -0.9, 0.9], [0.1, -0.6, -0.5], [0.2, -0.1, 0.1], [-0.2, 0.2, 0.2], [-0.1, -0.3, 0.3], [0.4, 0.1, -0.5], [0.3, -0.1, 0.0], [-0.4, -0.3, -0.1], [-0.1, -0.1, -0.2], [0.4, -0.3, 0.0], [0.3, 0.2, 0.3], [0.4, 0.2, 0.6], [-0.8, 0.6, 0.1], [0.2, -0.3, -0.1], [0.4, 0.5, 0.5], [-0.4, 0.1, 0.5], [-0.5, -0.1, 0.3], [-0.9, 0.4, -0.2], [0.6, -0.1, 0.1], [2.2, -1.8, -3.2], [-2.7, 0.9, 2.0], [-0.2, 0.3, 0.5], [0.3, 1.1, 0.3], [0.7, 0.1, 0.0], [0.5, -0.3, 0.1], [-0.4, -0.3, 0.2], [-0.3, 0.1, -0.1], [-0.1, 0.5, 0.1], [-0.1, 0.1, 0.2], [-0.4, -0.3, -0.3], [0.6, -0.4, -0.1], [-0.1, -0.5, -0.9], [-1.0, 0.4, -0.2], [0.6, -1.5, -1.1], [0.0, 0.8, -0.4], [0.0, -0.6, 1.7], [0.1, 0.5, 1.0], [-0.4, 0.4, 0.4], [0.3, 0.3, -0.4], [-0.1, 0.1, 0.6], [0.2, 0.3, -0.5], [0.7, 0.3, 0.3], [-0.4, -0.5, 0.3], [-0.2, -0.1, -0.3], [-0.2, 0.2, -0.1], [0.1, 0.4, 0.2], [0.6, -0.2, -0.2], [-0.1, -0.8, -0.4], [0.3, -0.5, 1.5], [0.8, -0.8, -1.2], [-0.4, 0.0, 0.4], [-0.8, 0.8, 0.6], [0.6, -2.1, -0.8], [-0.4, 1.4, 0.5], [-0.2, -0.3, -0.4], [0.0, 0.3, -0.5], [0.0, 0.2, 0.2], [0.6, 0.0, -0.1], [0.0, 0.3, 0.1], [-0.4, -0.1, -0.1], [-0.5, 0.3, 0.3], [-0.1, 0.6, 0.3], [-0.2, 0.2, -0.2], [0.6, -0.4, -0.8], [-0.6, 0.6, 0.2], [0.9, 0.0, 0.3], [1.6, 0.8, 0.7], [0.7, -1.3, 1.2], [-1.0, 1.5, -0.7], [0.5, -1.0, 1.7], [0.1, -0.5, 0.0], [0.2, -0.2, 0.0], [-0.3, 0.6, -0.5], [0.2, -0.9, 0.0], [-0.4, 0.4, 0.6], [0.2, -0.1, -0.3], [0.0, 0.0, -0.7], [0.2, 0.3, 0.3], [-0.6, 0.0, -0.2], [-0.4, 0.3, -1.0], [-1.9, 0.1, -0.8], [0.3, 0.3, -0.1], [0.4, 0.2, 0.6], [0.3, 0.1, -1.1], [1.5, -1.5, 0.8], [-0.2, 1.0, -0.9], [-0.1, -0.9, 0.6], [-0.2, 0.7, 0.0], [-0.3, -0.1, -0.1], [-0.3, -0.2, 0.0], [0.0, 0.2, -0.1], [-0.4, -0.1, 0.7], [-0.3, -0.1, 0.2], [0.1, 0.1, -0.2], [-0.2, -0.4, 0.2], [-0.6, 0.6, 0.3], [0.4, 0.2, -0.9], [0.4, 0.2, -0.1], [-0.4, -0.3, -0.2], [1.4, -0.8, -0.1], [-0.4, 0.3, -2.0], [-1.4, -0.8, 1.6], [-0.5, -0.6, -0.9], [-0.2, -0.6, 0.5], [0.5, 0.7, 0.8], [-0.3, 0.5, -0.2], [0.4, -0.3, 0.5], [-1.0, 0.4, 0.1], [0.5, 0.2, 0.0], [0.0, 0.1, -0.4], [0.2, -0.3, 0.1], [0.8, 0.8, -0.1], [0.0, 0.5, 0.1], [0.5, 0.3, 0.1], [-0.1, -0.2, -0.9], [-0.2, -0.1, 0.8]]}

---

Entry 2:
{"formula": "C39H70BF3N13", "method": "ωB97M-V with the def2-TZVPD basis set", "gap_ev": 6.3, "homo_energy_ev": -4.386, "mol_weight_g_mol": 788.886, "largest_force_ev_per_a": 1.7, "total_charge": -1, "symbols": ["C", "C", "C", "C", "C", "C", "C", "C", "C", "C", "C", "C", "C", "C", "B", "N", "N", "C", "C", "C", "F", "F", "F", "H", "H", "H", "H", "H", "H", "H", "H", "H", "H", "H", "H", "H", "H", "H", "H", "H", "H", "H", "H", "H", "H", "H", "H", "H", "H", "H", "H", "H", "H", "H", "H", "H", "H", "H", "H", "H", "C", "C", "N", "H", "H", "H", "C", "C", "N", "H", "H", "H", "C", "C", "N", "H", "H", "H", "C", "C", "N", "H", "H", "H", "C", "C", "N", "H", "H", "H", "C", "C", "N", "H", "H", "H", "C", "C", "N", "H", "H", "H", "C", "C", "N", "H", "H", "H", "C", "C", "N", "H", "H", "H", "C", "C", "N", "H", "H", "H", "C", "C", "N", "H", "H", "H"], "xyz": [[-0.8556, -1.5550, 2.7544], [-2.2038, -2.0894, 3.2615], [-3.3863, -1.5866, 2.4491], [-3.5368, -0.0627, 2.4966], [-3.0674, 0.6053, 1.2090], [-4.1083, 0.3680, 0.0926], [-3.5466, 0.4475, -1.3465], [-3.5056, -0.9141, -2.0914], [-2.0705, -1.4499, -2.1864], [-2.0097, -2.9271, -2.5332], [-0.6073, -3.5530, -2.7075], [0.4599, -3.1619, -1.6459], [1.3771, -2.0769, -2.1987], [2.4790, -1.5992, -1.2302], [2.3976, -0.0170, -0.7802], [0.9889, 0.4019, -0.3798], [3.3059, 0.0956, 0.4786], [3.3580, 1.4073, 1.0899], [4.5396, 1.4850, 2.0629], [3.0515, 0.9156, -2.0003], [2.5742, 2.2023, -2.0585], [4.3920, 1.0838, -1.9200], [2.8563, 0.4403, -3.2655], [-0.9379, -1.3113, 1.7085], [-0.6074, -0.6355, 3.2667], [-0.0533, -2.2540, 2.9321], [-2.1760, -3.1727, 3.1805], [-2.3222, -1.8278, 4.3074], [-3.2368, -1.9161, 1.4255], [-4.2953, -2.0424, 2.8176], [-2.9704, 0.3465, 3.3282], [-4.5667, 0.2242, 2.6537], [-2.0854, 0.2884, 0.8990], [-2.9989, 1.6708, 1.4050], [-4.5625, -0.5958, 0.2799], [-4.8425, 1.1591, 0.1949], [-4.0950, 1.1895, -1.9165], [-2.5259, 0.8031, -1.2757], [-4.0784, -1.6094, -1.4906], [-3.9407, -0.8203, -3.0750], [-1.5900, -0.8907, -2.9790], [-1.5792, -1.2657, -1.2453], [-2.5134, -3.0361, -3.4914], [-2.5914, -3.4998, -1.8157], [-0.7451, -4.6294, -2.7235], [-0.2172, -3.2749, -3.6785], [1.0494, -4.0526, -1.4734], [-0.0853, -2.8598, -0.7665], [0.7929, -1.2532, -2.5811], [1.8534, -2.5015, -3.0816], [2.3473, -2.1536, -0.3079], [3.4792, -1.8614, -1.5729], [0.2857, 0.1020, -1.0430], [0.8740, 1.4057, -0.3088], [4.2336, -0.2644, 0.2912], [2.4616, 1.5199, 1.6933], [3.5069, 2.2354, 0.3861], [4.6593, 0.5764, 2.6319], [5.4309, 1.6733, 1.4703], [4.4344, 2.3551, 2.6996], [-5.7120, 3.8910, 0.5746], [-5.2358, 3.3912, 1.8511], [-4.8001, 2.9362, 2.8097], [-6.7993, 3.9387, 0.5401], [-5.3314, 4.8882, 0.3767], [-5.3857, 3.2494, -0.2428], [1.9442, -0.9431, -5.7763], [1.2581, -2.1030, -6.3215], [0.7178, -3.0201, -6.7516], [1.2524, -0.2721, -5.2719], [2.7014, -1.2337, -5.0509], [2.4348, -0.3785, -6.5662], [-1.4565, 3.5749, -0.5594], [-2.3588, 4.7002, -0.3652], [-3.0739, 5.5815, -0.1876], [-1.1248, 3.5130, -1.5946], [-0.5720, 3.6711, 0.0704], [-1.9477, 2.6352, -0.3049], [-4.8991, 7.4021, -3.4108], [-5.7517, 6.5788, -2.5702], [-6.4082, 5.9270, -1.8937], [-4.0055, 7.7086, -2.8695], [-4.5843, 6.8554, -4.2979], [-5.4226, 8.2998, -3.7354], [8.0291, 3.7921, 3.3006], [7.3538, 2.7744, 4.0890], [6.8123, 1.9703, 4.7007], [9.0684, 3.8972, 3.6079], [8.0137, 3.5348, 2.2428], [7.5435, 4.7594, 3.4173], [5.1915, -4.5808, -0.4244], [4.0208, -4.5227, 0.4324], [3.0903, -4.4725, 1.1006], [5.9275, -3.8369, -0.1240], [5.6611, -5.5624, -0.3768], [4.9194, -4.3835, -1.4601], [3.8169, -5.9378, 4.1998], [4.2010, -7.3284, 4.3791], [4.5176, -8.4223, 4.5240], [4.6797, -5.2782, 4.2835], [3.3659, -5.7669, 3.2229], [3.0945, -5.6276, 4.9532], [-3.1166, 8.7417, 1.3615], [-2.7833, 10.1338, 1.1024], [-2.5240, 11.2321, 0.8952], [-2.5900, 8.3681, 2.2379], [-4.1837, 8.6203, 1.5387], [-2.8482, 8.1057, 0.5196], [6.1696, -5.7068, 7.5430], [5.7179, -4.4001, 7.0884], [5.3532, -3.3779, 6.7184], [6.2506, -6.4034, 6.7091], [7.1460, -5.6364, 8.0193], [5.4724, -6.1293, 8.2644], [-7.7004, -1.6861, 4.3114], [-7.3426, -2.1665, 2.9870], [-7.0393, -2.5326, 1.9439], [-6.8094, -1.4314, 4.8833], [-8.3229, -0.7955, 4.2463], [-8.2520, -2.4444, 4.8648], [2.7693, -1.0964, -10.2111], [2.1395, -0.0418, -9.4342], [1.6445, 0.7790, -8.8049], [2.8095, -0.8312, -11.2663], [3.7873, -1.2752, -9.8691], [2.2143, -2.0285, -10.1165]], "forces_ev_per_angstrom": [[-0.7, 0.2, 0.5], [0.5, -0.2, -0.4], [0.2, 0.3, 0.5], [0.6, -0.1, -0.4], [-0.9, 0.2, -0.1], [0.9, 0.5, -0.2], [-0.1, -0.6, 0.2], [0.6, 0.5, 0.9], [-0.7, -0.3, -0.4], [0.4, 0.0, -0.4], [-0.2, 0.4, 0.5], [-0.8, -0.1, -1.5], [0.9, -0.3, 0.2], [-0.9, 0.4, 0.1], [0.8, -0.9, 0.9], [-0.5, 0.1, -0.3], [-0.5, 0.3, -0.6], [1.0, -0.9, 0.8], [-0.2, 0.6, -0.8], [-0.5, 0.1, 0.6], [-0.2, 0.4, -0.1], [0.8, 0.0, 0.0], [-0.2, -0.2, -0.6], [0.4, -0.1, -0.5], [0.2, 0.3, 0.1], [0.3, -0.2, -0.1], [-0.1, -0.3, 0.2], [-0.1, -0.1, 0.3], [-0.1, -0.1, -0.3], [-0.3, -0.3, 0.0], [0.1, 0.0, 0.3], [-0.4, 0.1, 0.1], [0.5, -0.4, 0.0], [0.1, 0.3, 0.0], [-0.4, -0.2, -0.1], [-0.5, -0.2, 0.2], [-0.2, 0.1, -0.2], [0.3, 0.2, -0.1], [-0.4, -0.3, -0.1], [-0.2, -0.2, -0.3], [0.5, 0.3, -0.1], [0.4, 0.2, 0.4], [-0.3, -0.2, -0.2], [-0.1, -0.1, 0.3], [0.0, -0.3, 0.0], [0.1, 0.0, -0.4], [0.2, -0.1, 0.6], [0.3, 0.1, 0.7], [-0.4, 0.4, -0.1], [0.0, -0.2, -0.3], [0.0, -0.1, 0.4], [0.2, 0.0, -0.3], [-0.1, -0.1, -0.1], [0.1, 0.1, 0.0], [0.2, 0.2, 0.0], [-0.4, 0.4, -0.2], [-0.4, 0.2, -0.1], [0.0, -0.2, 0.3], [0.4, -0.2, 0.0], [0.0, 0.1, 0.5], [-0.4, 0.3, -0.3], [0.2, -0.2, -0.2], [-0.1, 0.1, 0.3], [0.0, -0.1, 0.1], [0.1, 0.0, 0.1], [0.1, -0.1, 0.1], [0.3, 0.3, 0.1], [0.0, 0.0, 0.0], [0.0, -0.1, -0.1], [-0.1, -0.1, 0.0], [-0.1, -0.1, 0.1], [-0.1, 0.0, -0.1], [0.2, -0.3, 0.0], [0.0, 0.0, 0.1], [0.1, 0.1, -0.1], [0.0, 0.1, 0.0], [-0.1, 0.1, 0.0], [0.0, 0.1, 0.0], [0.2, 0.2, -0.2], [0.1, 0.0, 0.0], [-0.1, -0.1, 0.0], [0.0, -0.1, 0.1], [-0.1, -0.1, 0.0], [-0.1, 0.0, 0.1], [0.2, 0.2, -0.2], [0.0, 0.0, 0.0], [0.0, 0.0, 0.1], [0.0, -0.1, 0.1], [-0.1, -0.1, 0.0], [-0.1, 0.0, 0.1], [0.3, 0.0, -0.3], [-0.1, 0.1, 0.0], [0.0, -0.2, 0.1], [-0.1, 0.1, 0.1], [-0.1, 0.0, 0.1], [-0.1, 0.0, 0.0], [-0.2, 0.4, -0.1], [0.0, 0.1, 0.0], [0.0, -0.1, 0.1], [0.1, -0.1, 0.0], [0.0, -0.1, -0.1], [0.0, -0.1, 0.1], [-0.1, -0.4, 0.0], [0.0, 0.0, 0.0], [0.0, 0.1, 0.0], [0.1, 0.1, 0.0], [0.0, 0.1, 0.0], [0.0, 0.0, 0.0], [0.1, -0.3, 0.1], [0.0, -0.1, 0.0], [0.0, 0.1, 0.0], [0.0, 0.1, -0.1], [0.0, 0.1, 0.0], [-0.1, 0.1, 0.0], [-0.1, 0.1, 0.3], [0.1, 0.1, 0.0], [0.0, -0.1, -0.1], [0.1, 0.0, -0.1], [0.0, 0.0, -0.1], [0.0, -0.1, -0.1], [0.1, -0.3, -0.2], [0.0, 0.0, 0.0], [0.0, 0.1, 0.0], [0.0, 0.1, 0.0], [0.0, 0.1, 0.1], [-0.1, 0.1, 0.1]]}